Formula: C13H16N2O2S
Source: the Open Molecules 2025 dataset
Level of theory: the ωB97M-V functional and the def2-TZVPD basis

CARTESIAN COORDINATES (ANGSTROEM)
C -2.82 -0.16 -0.81
C -3.20 1.05 0.02
C -2.05 1.52 0.91
N -0.91 1.94 0.12
C 0.36 1.67 0.47
O 0.65 1.03 1.46
C 1.41 2.25 -0.47
C 2.40 1.19 -0.98
S 1.60 -0.06 -2.03
C 1.06 -1.24 -0.84
C 0.01 -2.09 -1.15
C -0.40 -3.04 -0.25
C 0.23 -3.15 0.98
C 1.29 -2.31 1.29
C 1.72 -1.35 0.38
N 2.83 -0.57 0.70
C 3.20 0.62 0.18
O 4.16 1.22 0.62
H -1.98 0.07 -1.46
H -2.53 -0.99 -0.17
H -3.66 -0.48 -1.43
H -3.50 1.87 -0.63
H -4.05 0.81 0.67
H -1.70 0.71 1.55
H -2.38 2.35 1.55
H -1.11 2.51 -0.69
H 0.94 2.73 -1.33
H 1.98 3.00 0.09
H 3.12 1.69 -1.64
H -0.46 -1.99 -2.11
H -1.22 -3.70 -0.50
H -0.09 -3.89 1.70
H 1.79 -2.40 2.25
H 3.31 -0.82 1.56

- highest occupied orbital energy (eV) = -8.1290
- DFT total energy (hartree) = -1163.2140
- frontier orbital gap (eV) = 8.7
- strongest force on any atom (eV/Å) = 0.638
- energy above the lowest of the compared OMol25 structures with the same formula, charge and spin (eV) = 0.000
- SMILES = CCCNC(=O)C[C@@H]1Sc2ccccc2NC1=O